Record 1
A cluster of 4 separate species, C19H47BrN3O10P in total in a non-equilibrium geometry, computed with wB97M-V/def2-TZVPD.

Geometry (Å):
O1 2.3713 -1.1170 4.0923
C1 1.9362 -0.3428 4.8973
O2 2.3795 0.9199 5.0309
O3 0.9734 -0.6621 5.7933
P1 -0.5824 -0.2122 5.4062
O4 -0.3172 0.9695 4.3268
Br1 -1.2177 -1.8050 3.9648
H1 2.3572 1.2735 4.1425
H2 -0.7917 1.7247 4.6731
C2 -5.4250 0.9990 -1.7692
O5 -6.5124 0.8189 -0.8822
C3 -7.0964 -0.4767 -0.9410
C4 -6.8805 -1.2170 0.3593
N1 -5.4769 -1.5680 0.5309
C5 -5.1450 -2.0885 1.8533
C6 -5.2762 -1.1444 3.0427
O6 -4.3553 -0.0710 3.0274
C7 -4.7758 1.0797 2.3168
H3 -5.1218 2.0424 -1.7078
H4 -4.5710 0.3700 -1.4957
H5 -5.7178 0.7816 -2.8005
H6 -6.7065 -1.0502 -1.7855
H7 -8.1710 -0.3422 -1.0946
H8 -7.4789 -2.1321 0.3548
H9 -7.2462 -0.5727 1.1709
H10 -4.9147 -0.7457 0.3596
H11 -4.1058 -2.4235 1.8130
H12 -5.7552 -2.9768 2.0423
H13 -5.0417 -1.7226 3.9406
H14 -6.2989 -0.7717 3.1737
H15 -5.8598 1.2100 2.3537
H16 -4.4443 1.0515 1.2753
H17 -4.3071 1.9456 2.7859
C8 2.1965 -1.2497 0.2809
O7 3.6058 -1.3309 0.1771
C9 4.2339 -1.7969 1.3695
C10 4.8792 -3.1438 1.1324
N2 3.8714 -4.1791 0.9419
C11 4.4051 -5.4594 0.4904
C12 5.0368 -5.5173 -0.8960
O8 4.1213 -5.3143 -1.9553
C13 3.9084 -3.9647 -2.3261
H18 1.8248 -0.7968 -0.6375
H19 1.7450 -2.2412 0.3901
H20 1.8993 -0.6214 1.1259
H21 3.5308 -1.8393 2.1986
H22 5.0149 -1.0756 1.6293
H23 5.4974 -3.4025 1.9963
H24 5.5367 -3.0470 0.2563
H25 3.1983 -3.8542 0.2618
H26 3.5788 -6.1739 0.5050
H27 5.1376 -5.8100 1.2240
H28 5.4267 -6.5296 -1.0324
H29 5.8935 -4.8403 -0.9938
H30 4.7997 -3.3529 -2.1680
H31 3.0643 -3.5280 -1.7850
H32 3.6625 -3.9508 -3.3883
C14 3.0911 1.5161 -2.8354
O9 2.6615 2.5422 -3.7105
C15 1.3178 2.3983 -4.1510
C16 0.4578 3.5160 -3.6067
N3 0.2780 3.3780 -2.1667
C17 -0.3523 4.5279 -1.5265
C18 0.4145 5.8454 -1.5181
O10 1.5922 5.8194 -0.7358
C19 2.7594 5.3745 -1.4047
H33 4.1503 1.6684 -2.6401
H34 2.5525 1.5507 -1.8821
H35 2.9600 0.5301 -3.2910
H36 0.9098 1.4232 -3.8728
H37 1.3258 2.4592 -5.2431
H38 -0.5216 3.4851 -4.0921
H39 0.9421 4.4656 -3.8730
H40 1.1824 3.2295 -1.7407
H41 -0.5410 4.2516 -0.4864
H42 -1.3294 4.6933 -1.9909
H43 -0.2330 6.5936 -1.0531
H44 0.6316 6.2098 -2.5288
H45 2.7422 5.6279 -2.4670
H46 2.9030 4.2968 -1.2877
H47 3.6122 5.8729 -0.9437

The largest force on an atom is 0.03193 Eh/bohr. For the calculated total energy, the calculation gives -124739.1869 eV. As for the charge: 0. Its LUMO energy is 0.0031 hartree. The SMILES is O=C(O)OP(O)Br.COCCNCCOC.COCCNCCOC.COCCNCCOC.

---

Record 2
A cluster of 5 separate species, C19H47ClNO5S in total in a non-equilibrium geometry, computed with wB97M-V/def2-TZVPD.

Geometry (Å):
N1 2.3893 3.6481 1.2366
C1 1.3278 2.7822 1.6735
S1 1.9380 1.0727 1.8933
C2 2.2593 0.3869 0.2646
C3 3.6810 0.3312 -0.2682
O1 3.9263 -0.3632 -1.1917
Cl1 4.9074 1.3110 0.5017
H1 3.0266 3.8390 2.0082
H2 2.0073 4.5500 0.9694
H3 0.9135 3.0270 2.6517
H4 0.5520 2.6837 0.9194
H5 3.1297 1.2705 2.4799
H6 1.9056 -0.6389 0.3253
H7 1.6338 0.8883 -0.4728
C4 6.7976 4.4871 4.2290
C5 5.6734 5.5051 4.2104
O2 4.3749 4.9304 4.3278
C6 4.1272 4.2024 5.5226
C7 4.2674 5.0201 6.7924
H8 6.6573 3.7502 3.4353
H9 7.7553 4.9812 4.0681
H10 6.8598 3.9498 5.1757
H11 5.6614 6.0247 3.2526
H12 5.8263 6.2677 4.9790
H13 4.7652 3.3119 5.5693
H14 3.0966 3.8518 5.4297
H15 5.2868 5.3769 6.9384
H16 4.0049 4.4106 7.6569
H17 3.6068 5.8869 6.7645
C8 -1.5156 -2.7714 -1.6163
C9 -0.8619 -2.2610 -0.3486
O3 -0.7157 -0.8408 -0.3015
C10 -1.9231 -0.0940 -0.3772
C11 -2.9042 -0.3855 0.7434
H18 -0.9591 -2.4496 -2.4979
H19 -1.5493 -3.8607 -1.5987
H20 -2.5412 -2.4164 -1.7210
H21 0.1546 -2.6521 -0.2768
H22 -1.3996 -2.6164 0.5354
H23 -2.3964 -0.2393 -1.3532
H24 -1.6199 0.9554 -0.3324
H25 -3.2534 -1.4176 0.7227
H26 -3.7773 0.2598 0.6475
H27 -2.4456 -0.2066 1.7177
C12 0.1687 0.6876 -3.3323
C13 -0.2165 0.1286 -4.6925
O4 -1.5859 0.2862 -5.0024
C14 -2.0666 1.6182 -5.0678
C15 -1.3762 2.4797 -6.1101
H28 -0.4400 0.2299 -2.5529
H29 1.2216 0.4773 -3.1270
H30 0.0278 1.7697 -3.2799
H31 -0.0458 -0.9482 -4.7051
H32 0.4158 0.5559 -5.4783
H33 -2.0150 2.0951 -4.0807
H34 -3.1235 1.5200 -5.3138
H35 -0.3161 2.6205 -5.8941
H36 -1.8403 3.4656 -6.1422
H37 -1.4606 2.0246 -7.0970
C16 -4.4661 -7.7070 -2.0900
C17 -3.8033 -7.1596 -0.8388
O5 -3.6808 -5.7454 -0.8173
C18 -4.8934 -5.0158 -0.8870
C19 -5.8577 -5.2969 0.2521
H38 -3.9251 -7.3875 -2.9815
H39 -4.4705 -8.7966 -2.0592
H40 -5.5008 -7.3762 -2.1867
H41 -2.7798 -7.5287 -0.7735
H42 -4.3241 -7.5129 0.0578
H43 -5.3846 -5.1768 -1.8530
H44 -4.5908 -3.9674 -0.8600
H45 -6.2025 -6.3311 0.2524
H46 -6.7360 -4.6572 0.1611
H47 -5.3824 -5.1009 1.2143

The largest force on an atom is 0.02615 Eh/bohr. For the calculated total energy, the calculation gives -55541.3767 eV. As for the charge: +1. Its LUMO energy is -0.1141 hartree.

---

Record 3
A cluster of 3 separate species, C19H47N3O4Si in total, computed with wB97M-V/def2-TZVPD.

Geometry (Å):
C1 -0.7300 1.5391 2.0684
C2 -0.5155 0.5030 0.9668
C3 -1.4910 -0.6952 1.0558
C4 -0.7672 -2.0636 1.0417
Si1 -2.7331 -0.6259 -0.3611
N1 -4.2422 -1.2679 0.1494
C5 -5.0983 -0.8833 0.9974
C6 -5.5582 0.5506 1.1455
C7 -5.7970 -1.8940 1.8840
H1 0.0980 2.2473 2.0921
H2 -0.7992 1.0630 3.0481
H3 -1.6463 2.1074 1.8905
H4 -0.6246 1.0185 0.0069
H5 0.5153 0.1441 0.9962
H6 -2.0588 -0.6230 1.9880
H7 0.2439 -1.9593 0.6472
H8 -1.2682 -2.8086 0.4199
H9 -0.6893 -2.4896 2.0430
H10 -2.2303 -1.4722 -1.4638
H11 -2.7861 0.7825 -0.8690
H12 -5.8191 0.7942 2.1749
H13 -6.4657 0.6647 0.5460
H14 -4.8161 1.2501 0.7645
H15 -6.6399 -1.4764 2.4318
H16 -6.1437 -2.7312 1.2781
H17 -5.0628 -2.2926 2.5859
C8 1.7300 -5.6164 -5.9760
O1 0.3966 -5.7674 -6.4115
C9 -0.3530 -6.7483 -5.7056
C10 -1.4470 -6.1091 -4.8787
N2 -0.8895 -5.3499 -3.7719
C11 -1.8547 -4.5547 -3.0231
C12 -2.5806 -3.4293 -3.7521
O2 -1.7417 -2.3574 -4.1380
C13 -1.0746 -2.5125 -5.3728
H18 2.2244 -4.9518 -6.6823
H19 1.7974 -5.1793 -4.9732
H20 2.2587 -6.5754 -5.9657
H21 0.3068 -7.3434 -5.0662
H22 -0.8069 -7.4149 -6.4437
H23 -2.0883 -6.9005 -4.4767
H24 -2.0634 -5.5008 -5.5562
H25 -0.1623 -4.7413 -4.1249
H26 -1.3291 -4.1074 -2.1757
H27 -2.6089 -5.2317 -2.6069
H28 -3.3027 -3.0103 -3.0472
H29 -3.1470 -3.7916 -4.6194
H30 -1.6687 -3.0980 -6.0816
H31 -0.0967 -2.9925 -5.2663
H32 -0.9172 -1.5163 -5.7863
C14 4.3916 7.7622 2.2885
O3 5.2324 6.7056 2.6985
C15 5.4641 6.6380 4.0998
C16 4.8227 5.4051 4.6983
N3 3.3728 5.5043 4.6678
C17 2.6634 4.2932 5.0571
C18 2.8443 3.0492 4.1943
O4 2.2902 3.1616 2.8969
C19 3.1199 3.7567 1.9190
H33 4.4156 7.7867 1.2005
H34 3.3547 7.6252 2.6160
H35 4.7449 8.7258 2.6702
H36 5.0863 7.5396 4.5920
H37 6.5447 6.5893 4.2573
H38 5.1488 5.3108 5.7392
H39 5.2102 4.5324 4.1533
H40 3.0816 5.7749 3.7373
H41 1.5962 4.5265 5.0787
H42 2.9535 4.0397 6.0827
H43 2.3031 2.2327 4.6792
H44 3.8949 2.7410 4.1262
H45 4.1774 3.5510 2.1098
H46 2.9835 4.8404 1.8563
H47 2.8466 3.3270 0.9551

The largest force on an atom is 0.01880 Eh/bohr. For the calculated total energy, the calculation gives -41000.1839 eV. As for the charge: 0. Its energy above the lowest of the compared OMol25 structures with the same formula, charge and spin is 0.0 kJ/mol. Its LUMO energy is 0.0342 hartree. The SMILES is CC[C@H](C)[SiH2]N=C(C)C.COCCNCCOC.COCCNCCOC.

---

Taking the records one at a time from the top gives M values of 588.47, 437.11, 409.69 g/mol.